# 1
{
  "formula": "C2H10NO",
  "method": "ωB97M-V/def2-TZVPD",
  "gap_ev": 12.6,
  "e_homo_ev": -16.01,
  "lumo_ha": -0.12482,
  "total_charge": 1,
  "de_lowest_kj_mol": 79.5,
  "e_tot_ha": -211.92813,
  "symbols": ["O", "H", "H", "H", "C", "N", "C", "H", "H", "H", "H", "H", "H", "H"],
  "coordinates": [[2.4946, 0.3812, 0.0063], [3.2344, 0.3108, 0.6315], [-0.6652, 1.2332, -0.5067], [2.9259, 0.8528, -0.7260], [0.0132, -0.1016, 0.9923], [-0.5766, 0.2300, -0.3550], [-1.8039, -0.5223, -0.6307], [-0.7458, 0.0433, 1.7499], [0.6115, -0.9860, 0.8443], [0.7480, 0.6514, 1.2428], [0.2139, -0.0070, -0.9629], [-1.6144, -1.5851, -0.6847], [-2.1980, -0.2400, -1.6121], [-2.6374, -0.2606, 0.0110]],
  "forces_ev_per_angstrom": [[1.0, 0.5, -0.5], [-0.3, -0.2, 0.0], [-0.5, 0.1, 0.3], [-0.2, -0.2, 0.1], [0.1, 1.7, 0.3], [1.4, 0.0, 0.5], [-1.1, 0.1, -1.7], [-0.3, -1.1, 0.1], [-0.6, -0.7, 0.6], [0.0, 0.2, -0.3], [-0.5, -0.2, -0.5], [0.2, -0.1, 0.4], [0.4, 0.0, -0.1], [0.4, -0.1, 0.7]]
}


# 2
{
  "formula": "C2H10NO",
  "method": "ωB97M-V/def2-TZVPD",
  "gap_ev": 12.7,
  "e_homo_ev": -16.22,
  "lumo_ha": -0.12854,
  "total_charge": 1,
  "de_lowest_kj_mol": 138.5,
  "e_tot_ha": -211.90564,
  "symbols": ["C", "N", "C", "H", "H", "H", "H", "H", "H", "H", "H", "H", "H", "O"],
  "coordinates": [[-0.5346, 1.1970, 1.3424], [0.0456, 0.3797, 0.2484], [0.6126, 1.1881, -0.8256], [-0.4500, 2.2854, 1.3329], [-1.7227, 0.8889, 1.4601], [0.1070, 1.0680, 2.3101], [-0.6305, -0.3967, -0.0980], [0.8867, -0.2087, 0.6498], [-0.0836, 1.5964, -1.5466], [1.2353, 0.5688, -1.5482], [1.2095, 1.9614, -0.4430], [-0.6551, -3.0110, -0.2014], [0.5322, -2.7542, -1.2492], [-0.1520, -2.3708, -0.6883]],
  "forces_ev_per_angstrom": [[-2.2, -0.8, 3.4], [1.2, -2.3, 0.6], [0.8, -1.4, -3.3], [-0.1, -0.1, -1.5], [3.4, 0.9, 0.0], [-1.6, -0.7, -1.5], [1.4, 1.5, 0.4], [-2.2, 1.3, -0.9], [-0.9, 0.2, 0.6], [-0.5, 0.4, 1.4], [0.8, 0.9, 0.7], [0.0, -0.9, 0.0], [-0.4, -0.5, 0.3], [0.3, 1.6, -0.2]]
}